Molecular formula: C39H39ClN8O3S3V
Method: DFT, the ωB97M-V functional and the def2-TZVPD basis

```
94
Properties=species:S:1:pos:R:3:forces:R:3:lowdin_spin:R:1
V -0.01073 0.28340 0.66668 -0.430 -0.668 -0.825 2.043
C 3.12218 2.74839 -2.70417 -0.033 0.031 0.006 0.000
S 3.92793 1.58285 -1.59517 -0.028 -0.059 -0.019 -0.002
C 2.54194 0.74366 -0.86885 -0.110 0.031 -0.134 -0.008
S 1.00307 0.58797 -1.68473 0.570 0.109 0.549 -0.011
N 2.80060 0.21677 0.27039 -0.251 -0.331 0.166 0.009
N 1.67902 -0.43155 0.79948 1.250 -0.114 0.300 -0.075
C 1.95521 -1.49694 1.64478 0.282 0.250 -0.293 0.013
C 1.03478 -2.43388 1.87058 -0.350 -0.272 0.085 -0.031
C 0.99741 -3.12482 3.20985 -0.123 0.099 0.029 -0.001
C -0.26821 -3.95139 3.55009 0.010 0.046 0.040 -0.001
C -1.31879 -3.92469 2.49943 -0.049 0.034 0.089 -0.003
C -1.23136 -3.20453 1.38991 0.031 0.032 -0.056 0.000
N -0.10817 -2.45598 0.98265 0.180 0.190 -0.105 -0.010
H 3.91681 3.39749 -3.07226 -0.023 0.008 -0.028 0.000
H 2.38542 3.34578 -2.16943 0.013 0.008 -0.005 0.000
H 2.64144 2.24456 -3.53967 0.013 0.009 -0.005 0.000
H 2.91030 -1.48409 2.15994 -0.070 0.083 0.134 -0.001
H 1.92872 -3.66981 3.37614 0.006 -0.009 0.030 -0.001
H -0.05047 -4.98023 3.84271 0.011 -0.013 0.009 0.000
H -2.25767 -4.42662 2.70459 0.015 0.015 -0.022 0.000
H -2.04879 -3.16606 0.67845 0.009 0.001 -0.008 0.000
C -0.56593 -3.02153 4.80274 0.065 0.014 -0.175 0.000
C -1.90292 -2.35687 4.76458 0.077 -0.054 -0.069 -0.003
C -2.09863 -1.28064 4.00812 0.049 0.102 -0.079 0.001
C -0.96187 -0.54323 3.38699 -0.216 0.131 -0.263 0.001
C 0.27699 -0.77913 3.84683 0.185 -0.101 0.057 0.022
C 0.64280 -2.12062 4.39838 -0.001 -0.027 -0.029 0.000
N -1.17602 0.30040 2.28505 -1.130 -0.015 0.800 0.011
C -2.37221 1.03162 2.25293 0.241 -0.091 0.211 0.001
C -2.90570 1.62084 3.40910 -0.028 0.039 0.053 0.003
C -4.08814 2.34162 3.36599 0.030 0.022 -0.030 0.000
C -4.75561 2.53802 2.16165 0.035 -0.036 0.027 0.004
C -4.22580 1.97730 1.00607 0.019 -0.002 0.012 0.000
C -3.06706 1.21757 1.05395 0.024 0.074 -0.083 0.004
H -0.41393 -3.55851 5.73947 0.042 -0.006 0.006 0.000
H -2.73977 -2.83344 5.26559 0.008 -0.010 -0.019 0.000
H -3.09786 -0.88563 3.87328 0.028 0.017 0.013 0.000
H 1.07429 -0.11413 3.53444 -0.029 -0.039 -0.048 0.001
H 1.44177 -2.06742 5.14033 -0.020 0.006 0.051 0.000
H -2.36293 1.50950 4.34112 -0.022 -0.004 0.010 0.000
H -4.47801 2.78075 4.27762 0.005 -0.010 0.003 0.000
H -5.67140 3.11442 2.12461 0.004 0.000 0.006 0.000
H -4.72638 2.11152 0.05450 0.011 -0.009 -0.001 0.000
H -2.70746 0.75981 0.13698 -0.008 -0.010 0.020 0.001
S -3.13908 -1.16478 -1.99077 -0.085 -0.267 0.079 0.002
C -1.94860 -1.29219 -3.14251 0.251 -0.013 -0.264 0.000
N -1.18846 -0.17291 -3.41108 -0.271 0.065 0.113 0.000
C -0.12904 -0.15694 -4.22875 0.065 0.112 -0.258 -0.001
C 0.19793 -1.28399 -4.91327 -0.076 -0.157 -0.050 0.000
C -0.61504 -2.40468 -4.65941 0.125 -0.016 -0.099 0.000
N -1.63283 -2.43032 -3.83953 -0.250 0.163 0.334 0.000
H -1.38034 0.63180 -2.81844 -0.025 0.109 -0.039 0.000
H 0.42271 0.76966 -4.27825 -0.104 -0.025 -0.072 0.000
H 1.04666 -1.32009 -5.57643 -0.007 -0.022 -0.001 0.000
H -0.39992 -3.34443 -5.16284 -0.002 0.017 -0.004 0.000
Cl 2.95722 -4.31323 -0.08166 -0.026 -0.034 -0.030 -0.001
C 1.45453 -5.00892 -0.63001 0.164 -0.055 -0.021 0.000
C 1.46510 -6.36290 -0.93826 -0.036 -0.031 -0.013 0.000
C 0.32389 -6.96614 -1.44234 0.009 0.069 0.021 0.000
C -0.81751 -6.20419 -1.65181 0.045 0.031 0.031 0.000
C -0.80825 -4.85669 -1.32933 -0.067 -0.035 -0.054 0.000
C 0.31787 -4.22767 -0.79663 -0.183 0.003 0.116 0.000
C 0.21521 -2.76086 -0.44544 0.066 0.070 -0.003 0.003
H 2.37426 -6.92876 -0.78668 -0.004 -0.001 -0.008 0.000
H 0.33457 -8.02266 -1.67961 0.002 0.010 -0.001 0.000
H -1.71236 -6.65376 -2.06270 0.010 0.003 0.000 0.000
H -1.69307 -4.25474 -1.50955 0.013 -0.014 0.006 0.000
H 1.12608 -2.22826 -0.70034 -0.016 0.023 -0.055 0.000
H -0.60351 -2.34219 -1.03520 0.078 0.011 -0.020 0.002
C 3.27996 4.47086 1.19851 -0.022 -0.019 -0.025 0.000
C 2.19279 4.88251 2.18588 0.064 -0.023 -0.014 0.000
C 0.78744 4.45268 1.75809 0.014 -0.039 -0.166 0.000
C -0.23730 4.88152 2.84009 0.020 0.015 0.057 0.000
C -1.70581 4.81647 2.43591 0.010 0.001 -0.034 0.000
C 0.40158 5.15955 0.47952 -0.026 0.062 0.034 0.000
O 0.65212 6.32886 0.26135 -0.050 0.000 -0.014 0.000
N -0.33533 4.41604 -0.39899 0.064 -0.034 -0.071 0.000
C -0.60519 3.04332 -0.32749 0.254 -0.176 0.344 0.003
O -1.34410 2.56495 -1.16965 -0.112 -0.145 -0.178 0.005
N 0.00154 2.31320 0.65868 0.081 0.999 -0.038 0.003
C 0.73908 2.92564 1.64937 -0.237 -0.035 -0.163 0.006
O 1.33050 2.26860 2.48362 -0.035 -0.144 0.046 0.009
H 4.26062 4.80990 1.53745 -0.019 -0.001 0.004 0.000
H 3.10504 4.91243 0.21367 0.001 0.001 0.013 0.000
H 3.32761 3.38580 1.08608 -0.006 0.015 0.002 0.000
H 2.17924 5.96674 2.30537 0.015 0.010 -0.001 0.000
H 2.38430 4.42809 3.15811 0.007 0.023 0.016 0.000
H 0.01937 5.90545 3.12234 -0.006 0.006 0.025 0.000
H -0.05109 4.24060 3.70488 -0.006 0.013 0.012 0.000
H -1.94200 5.56242 1.67363 0.006 -0.011 0.011 0.000
H -2.33850 5.01510 3.30165 -0.001 0.001 -0.009 0.000
H -1.98930 3.83429 2.05450 0.010 -0.006 0.010 0.000
H -0.72182 4.88578 -1.20476 0.003 0.001 0.024 0.000
```
Forces are in eV/Å.

The max |F| comes out at 1.384 eV Å⁻¹. The multiplicity is 3. As for the LUMO energy (alpha / beta): 0.07908 / 0.07901 Eh. Its orbital gap (alpha / beta) is 6.20 / 6.43 eV. As for the energy relative to the best compared isomer or geometry (same formula, charge and spin): 56.2 kcal/mol. As for the highest occupied orbital energy (alpha / beta): -4.05 / -4.28 eV. As for the expectation value of S²: 2.06. Its total charge is -1.